Computed, not measured: a cluster of 13 separate species, C42H114N4O26 in total in a non-equilibrium geometry, with ωB97M-V/def2-TZVPD.

Last columns: bonded neighbours and bond lengths (Å).
CARTESIAN COORDINATES (ANGSTROEM)
1 H 4.877 2.930 -2.376  C157 1.090
2 C 2.029 8.248 2.415  H70 1.090, H76 1.090, O135 1.404, H152 1.090
3 O -4.715 -4.337 -2.577  H5 0.960, C93 1.434
4 H 6.288 1.796 4.068  C109 1.090
5 H -5.252 -4.930 -3.109  O3 0.960
6 O -1.804 -4.577 -2.861  H114 0.960, C122 1.425
7 H 4.698 -5.752 5.569  C121 1.090
8 H -2.027 -2.594 -3.315  C122 1.090
9 H -4.034 4.680 -3.675  C64 1.090
10 O 4.404 2.491 3.468  H81 0.960, C109 1.402
11 H 5.605 2.321 -0.922  C157 1.090
12 H 4.360 -5.531 2.484  C167 1.090
13 O 5.335 -4.034 4.462  H107 0.960, C121 1.400
14 C 1.698 6.019 3.152  H33 1.090, H126 1.090, O135 1.396, C186 1.568
15 C -2.236 -12.260 8.412  O41 1.449, C78 1.518, H133 1.090, H178 1.090
16 H -2.074 11.166 -7.701  C137 1.090
17 O 6.625 -7.994 -3.354  C84 1.436, H85 0.960
18 O -6.814 -0.194 2.492  C71 1.418, H91 0.960
19 H -1.107 6.295 -9.358  N74 1.010
20 H -2.530 5.634 -3.492  C64 1.090
21 H -2.678 7.854 -2.669  C166 1.090
22 O 4.558 -5.800 -3.103  C56 1.433, H161 0.960
23 C 3.101 -0.906 8.488  O50 1.352, H102 1.090, C158 1.537, H177 1.090
24 C -2.707 9.321 -11.401  H38 1.090, H80 1.090, H151 1.090, O180 1.485
25 H -2.373 -11.498 5.258  C138 1.090
26 H 1.027 0.222 1.413  C181 1.090
27 O 3.081 -2.068 10.670  H59 0.960, C158 1.427
28 H 6.633 -5.547 -3.291  C56 1.090
29 H 5.957 -6.004 4.494  C121 1.090
30 H -0.672 4.716 -7.553  C124 1.090
31 H -2.120 2.785 7.683  C96 1.090
32 H -4.009 2.099 4.317  O37 0.960
33 H 0.896 6.451 3.751  C14 1.090
34 C -1.370 -9.671 5.117  H103 1.090, O110 1.455, C138 1.510, H172 1.090
35 H -2.787 1.006 5.915  C82 1.090
36 H 0.272 1.291 -6.777  C77 1.090
37 O -3.095 2.392 4.296  H32 0.960, C82 1.490
38 H -2.163 10.234 -11.158  C24 1.090
39 H 2.066 -2.763 -0.880  O179 0.960
40 H 0.375 6.120 1.263  C186 1.090
41 O -2.864 -11.669 9.576  C15 1.449, C94 1.421
42 H -4.377 -2.567 -3.699  C93 1.090
43 H -0.777 -7.717 3.433  C111 1.090
44 H -1.750 -10.275 7.742  C78 1.090
45 C -6.606 -2.611 2.156  C71 1.509, H87 1.090, O113 1.418, H185 1.090
46 H 1.080 4.809 -7.755  C124 1.090
47 N -3.886 9.623 -4.053  C68 1.421, H139 1.010, C162 1.468
48 H 5.991 4.041 2.057  C182 1.090
49 H -0.227 2.757 -6.059  C77 1.090
50 O 2.985 -1.193 7.172  C23 1.352, H128 0.960
51 C 1.280 -9.536 -2.738  H75 1.090, H100 1.090, C130 1.562, O155 1.466
52 H -3.955 -4.127 -4.423  C93 1.090
53 N -0.642 -11.569 6.568  C78 1.438, C138 1.464, H168 1.010
54 H 3.449 -7.510 2.648  O86 0.960
55 O -2.401 11.496 -5.746  C137 1.436, C148 1.451
56 C 5.877 -5.785 -2.543  O22 1.433, H28 1.090, C84 1.610, H89 1.090
57 O -0.571 -0.120 0.108  H67 0.960, C181 1.391
58 O 6.933 4.295 3.817  H65 0.960, C182 1.441
59 H 3.279 -2.947 11.002  O27 0.960
60 H 5.356 -7.623 -1.632  C84 1.090
61 C -0.120 6.452 -11.096  C66 1.554, N74 1.464, H115 1.090, H156 1.090
62 H -0.701 11.868 -6.922  C137 1.090
63 H -6.247 -1.002 0.768  C71 1.090
64 C -3.545 5.483 -3.124  H9 1.090, H20 1.090, H120 1.090, O136 1.435
65 H 6.111 4.507 4.267  O58 0.960
66 C -0.605 7.919 -11.268  C61 1.554, H131 1.090, H141 1.090, O180 1.487
67 H -1.097 0.387 0.730  O57 0.960
68 C -4.351 9.109 -2.813  N47 1.421, H72 1.090, H164 1.090, C166 1.517
69 H -4.031 10.701 -6.703  C148 1.090
70 H 1.267 8.608 3.105  C2 1.090
71 C -6.939 -1.262 1.568  O18 1.418, C45 1.509, H63 1.090, H134 1.090
72 H -4.199 9.806 -1.989  C68 1.090
73 H 2.848 5.832 1.136  N95 1.010
74 N -0.154 6.156 -9.663  H19 1.010, C61 1.464, C160 1.452
75 H 0.669 -10.240 -2.174  C51 1.090
76 H 2.730 9.051 2.184  C2 1.090
77 C 0.477 2.362 -6.790  H36 1.090, H49 1.090, O83 1.382, H92 1.090
78 C -1.268 -11.250 7.822  C15 1.518, H44 1.090, N53 1.438, H98 1.090
79 H -4.268 12.382 -6.106  C148 1.090
80 H -3.604 9.301 -10.783  C24 1.090
81 H 4.028 2.905 2.687  O10 0.960
82 C -2.575 2.041 5.647  H35 1.090, O37 1.490, C96 1.561, H108 1.090
83 O 0.396 2.898 -8.062  C77 1.382, C124 1.435
84 C 6.258 -7.299 -2.151  O17 1.436, C56 1.610, H60 1.090, H101 1.090
85 H 6.706 -8.940 -3.216  O17 0.960
86 O 3.971 -7.329 3.433  H54 0.960, C167 1.429
87 H -5.579 -2.476 2.495  C45 1.090
88 H 2.485 -0.745 0.175  C116 1.090
89 H 5.949 -5.100 -1.697  C56 1.090
90 H -0.643 -8.082 -3.318  O105 0.960
91 H -7.605 -0.213 3.037  O18 0.960
92 H 1.469 2.551 -6.379  C77 1.090
93 C -3.949 -3.549 -3.499  O3 1.434, H42 1.090, H52 1.090, C122 1.500
94 C -3.712 -12.579 10.265  O41 1.421, H119 1.090, H154 1.090, H163 1.090
95 N 2.189 5.075 1.023  H73 1.010, C149 1.432, C186 1.436
96 C -2.750 3.042 6.831  H31 1.090, C82 1.561, H99 1.090, O118 1.411
97 H 1.294 -8.273 -4.572  C130 1.090
98 H -0.439 -11.078 8.509  C78 1.090
99 H -2.433 4.023 6.476  C96 1.090
100 H 2.316 -9.873 -2.762  C51 1.090
101 H 7.053 -7.440 -1.419  C84 1.090
102 H 2.216 -0.393 8.865  C23 1.090
103 H -1.816 -9.227 6.006  C34 1.090
104 H 2.117 -7.814 -2.212  O155 0.960
105 O -0.634 -8.753 -4.005  H90 0.960, C130 1.434
106 H -3.859 7.610 -1.388  C166 1.090
107 H 4.499 -3.664 4.756  O13 0.960
108 H -1.493 2.030 5.518  C82 1.090
109 C 5.747 2.190 3.207  H4 1.090, O10 1.402, H145 1.090, C182 1.544
110 O -2.149 -9.272 3.955  C34 1.455, C111 1.434
111 C -1.839 -7.938 3.530  H43 1.090, O110 1.434, H171 1.090, H173 1.090
112 H 1.485 3.993 -0.547  C149 1.090
113 O -7.453 -2.889 3.259  C45 1.418, H176 0.960
114 H -1.171 -4.459 -2.149  O6 0.960
115 H -0.798 5.794 -11.640  C61 1.090
116 C 1.530 -1.123 -0.189  H88 1.090, H169 1.090, O179 1.397, C181 1.540
117 H -4.081 3.208 8.205  O118 0.960
118 O -4.089 3.200 7.245  C96 1.411, H117 0.960
119 H -3.085 -13.171 10.932  C94 1.090
120 H -3.499 5.144 -2.089  C64 1.090
121 C 5.057 -5.399 4.603  H7 1.090, O13 1.400, H29 1.090, C167 1.584
122 C -2.603 -3.397 -2.856  O6 1.425, H8 1.090, C93 1.500, H132 1.090
123 H 1.527 5.757 -0.884  C149 1.090
124 C 0.175 4.315 -8.109  H30 1.090, H46 1.090, O83 1.435, C160 1.513
125 H 0.619 4.588 2.241  C186 1.090
126 H 2.161 5.169 3.654  C14 1.090
127 H 7.465 3.117 2.201  C182 1.090
128 H 3.137 -0.398 6.657  O50 0.960
129 H 0.279 -1.268 1.627  C181 1.090
130 C 0.747 -9.113 -4.144  C51 1.562, H97 1.090, O105 1.434, H143 1.090
131 H -0.038 8.668 -10.717  C66 1.090
132 H -2.764 -3.136 -1.810  C122 1.090
133 H -2.947 -12.599 7.659  C15 1.090
134 H -7.927 -1.394 1.126  C71 1.090
135 O 2.580 7.087 2.980  C2 1.404, C14 1.396
136 O -4.324 6.687 -3.166  C64 1.435, C166 1.412
137 C -1.789 11.924 -6.972  H16 1.090, O55 1.436, H62 1.090, H140 1.090
138 C -1.340 -11.163 5.346  H25 1.090, C34 1.510, N53 1.464, H159 1.090
139 H -2.931 9.871 -3.837  N47 1.010
140 H -2.085 12.930 -7.269  C137 1.090
141 H -0.426 8.073 -12.332  C66 1.090
142 H 2.439 -2.895 8.866  C158 1.090
143 H 0.775 -9.913 -4.883  C130 1.090
144 C 3.311 4.658 -1.153  O147 1.438, C149 1.513, H165 1.090, H183 1.090
145 H 5.804 1.441 2.418  C109 1.090
146 H -0.881 4.159 -9.916  C160 1.090
147 O 3.850 3.405 -0.698  C144 1.438, C157 1.408
148 C -3.841 11.403 -5.891  O55 1.451, H69 1.090, H79 1.090, C162 1.596
149 C 2.030 4.924 -0.393  N95 1.432, H112 1.090, H123 1.090, C144 1.513
150 H 4.146 -2.709 8.967  C158 1.090
151 H -2.996 9.297 -12.452  C24 1.090
152 H 1.596 8.133 1.421  C2 1.090
153 H 0.894 4.296 -9.985  C160 1.090
154 H -4.369 -13.266 9.731  C94 1.090
155 O 1.397 -8.354 -1.878  C51 1.466, H104 0.960
156 H 0.880 6.287 -11.495  C61 1.090
157 C 5.085 3.185 -1.337  H1 1.090, H11 1.090, O147 1.408, H170 1.090
158 C 3.210 -2.232 9.258  C23 1.537, O27 1.427, H142 1.090, H150 1.090
159 H -0.770 -11.495 4.478  C138 1.090
160 C -0.016 4.715 -9.556  N74 1.452, C124 1.513, H146 1.090, H153 1.090
161 H 4.714 -6.002 -4.028  O22 0.960
162 C -4.447 10.904 -4.500  N47 1.468, C148 1.596, H175 1.090, H184 1.090
163 H -4.338 -12.014 10.955  C94 1.090
164 H -5.417 8.958 -2.986  C68 1.090
165 H 3.027 4.634 -2.205  C144 1.090
166 C -3.745 7.764 -2.462  H21 1.090, C68 1.517, H106 1.090, O136 1.412
167 C 4.074 -5.905 3.468  H12 1.090, O86 1.429, C121 1.584, H174 1.090
168 H 0.252 -11.100 6.606  N53 1.010
169 H 1.373 -0.700 -1.182  C116 1.090
170 H 5.730 4.054 -1.214  C157 1.090
171 H -2.356 -7.832 2.576  C111 1.090
172 H -0.345 -9.306 5.050  C34 1.090
173 H -2.284 -7.220 4.220  C111 1.090
174 H 3.063 -5.498 3.506  C167 1.090
175 H -5.535 10.844 -4.509  C162 1.090
176 H -8.357 -2.914 2.939  O113 0.960
177 H 3.922 -0.196 8.587  C23 1.090
178 H -1.641 -13.145 8.636  C15 1.090
179 O 1.527 -2.518 -0.124  H39 0.960, C116 1.397
180 O -2.045 8.077 -10.932  C24 1.485, C66 1.487
181 C 0.530 -0.559 0.837  H26 1.090, O57 1.391, C116 1.540, H129 1.090
182 C 6.564 3.413 2.739  H48 1.090, O58 1.441, C109 1.544, H127 1.090
183 H 3.910 5.567 -1.101  C144 1.090
184 H -4.274 11.696 -3.772  C162 1.090
185 H -6.606 -3.423 1.429  C45 1.090
186 C 1.067 5.487 1.819  C14 1.568, H40 1.090, N95 1.436, H125 1.090

- calculated total energy (eV) = -104582.6069
- molar mass (g mol⁻¹) = 1091.38
- HOMO level (eV) = -8.8
- max |F| (eV/Å) = 3.0